185
Properties=species:S:1:pos:R:3:forces:R:3 method="wB97M-V/def2-TZVPD" s2=0.751 charge=+4 gap_ha="0.06339 / 0.36947" multiplicity=2
C 3.64408 3.91475 5.44970 -0.049 1.454 1.009
C 4.14225 2.51516 5.58867 0.242 -0.966 -0.536
N 5.57555 2.22170 5.05235 0.226 1.265 -1.134
C 5.85756 0.68523 5.24701 -1.250 1.865 -0.392
C 5.53612 2.68679 3.51723 1.292 -1.574 -1.013
C 6.81616 2.24132 2.72548 -0.411 0.376 0.881
C 6.69160 3.07259 5.72836 -1.327 -0.035 1.493
C 6.80173 2.81700 7.27976 -0.148 1.117 -0.988
O 5.56892 3.13883 7.98444 0.512 -2.094 0.389
C 5.76054 2.90959 9.42504 0.295 1.380 -0.487
H 2.57599 3.96992 5.66001 -0.182 -0.566 -0.212
H 3.74848 4.39486 4.47672 0.178 -0.263 -0.045
H 4.02197 4.59561 6.21242 0.598 -0.048 -0.082
H 3.46352 1.92700 4.97103 0.391 -0.440 -0.211
H 4.10145 2.11300 6.60095 0.098 0.371 -0.081
H 6.90006 0.39327 5.12030 -0.169 0.376 -0.075
H 5.19225 0.24710 4.50303 0.286 -0.396 0.110
H 5.48354 0.48039 6.25013 0.246 -0.204 -0.063
H 5.41025 3.75583 3.34571 0.245 0.445 1.063
H 4.67764 2.29792 2.96963 -0.382 -0.665 0.822
H 6.71779 2.24792 1.63995 -0.637 0.162 0.082
H 7.09822 1.21701 2.96910 0.242 0.124 0.125
H 7.60345 2.96884 2.92293 0.329 -0.340 0.163
H 6.49339 4.14189 5.65480 -0.549 -0.125 -0.663
H 7.61390 2.87811 5.18097 -0.016 -0.255 0.355
H 7.48522 3.56793 7.67605 0.656 -0.176 -0.340
H 7.27108 1.83799 7.37647 -0.607 -0.352 0.888
H 4.87458 3.15317 10.01142 -0.387 -0.054 -0.665
H 6.47765 3.68088 9.70604 0.379 -0.288 0.402
H 6.09177 1.92332 9.75010 0.137 -0.133 -0.619
C -3.69139 3.55983 10.43821 0.008 -0.047 1.047
C -2.27401 3.86417 10.99173 1.029 0.282 -2.197
N -1.99502 5.34789 11.41948 1.130 -1.116 2.040
C -3.02893 5.57750 12.53586 -0.327 1.349 -0.835
C -0.51403 5.46449 12.08634 -0.071 0.365 0.430
C -0.09361 6.84955 12.72947 -1.054 -1.547 -0.089
C -2.11847 6.46559 10.32723 -0.093 -1.675 0.099
C -0.99384 6.64071 9.29176 1.788 -0.315 0.684
O -0.48429 5.40920 8.75793 -0.808 -0.418 0.094
C 0.33828 5.52048 7.59148 0.192 1.546 -0.038
H -3.76375 2.65935 9.82830 0.714 -0.073 0.058
H -4.20364 4.31530 9.84243 0.274 0.323 0.249
H -4.28992 3.29673 11.31036 -0.453 0.342 -0.146
H -1.49469 3.64555 10.26168 -0.147 0.363 -0.479
H -2.00853 3.12190 11.74450 -0.294 0.796 0.846
H -3.27907 4.76020 13.21228 0.986 -0.401 -0.295
H -3.97667 5.78130 12.03752 0.050 0.276 -0.057
H -2.72620 6.45477 13.10757 -0.102 -0.104 -0.066
H 0.21769 5.07038 11.38111 -0.379 0.396 -0.546
H -0.42119 4.77949 12.92910 -0.843 -0.349 -0.123
H 0.87699 6.70140 13.20286 0.532 0.073 -0.914
H -0.63133 6.96252 13.67085 -0.735 0.491 -0.342
H -0.17798 7.70437 12.05845 0.299 -0.025 0.337
H -2.24770 7.35900 10.93814 -0.108 0.134 -0.452
H -3.00834 6.20449 9.75445 -0.288 0.203 0.415
H -0.11122 7.12357 9.71121 -0.032 0.246 0.513
H -1.31863 7.37335 8.55295 -0.513 -0.289 -0.387
H -0.26781 5.56058 6.68641 0.083 -0.414 -0.031
H 1.17744 4.82834 7.52167 -0.699 -0.829 0.345
H 0.90952 6.44872 7.60405 -0.177 0.522 0.164
C -0.28983 1.64756 -4.91696 0.715 0.168 -0.569
C 0.81249 2.32266 -4.08295 -1.065 0.206 0.340
N 1.06519 3.81642 -4.43532 0.161 -1.843 -1.280
C 2.32206 4.22235 -3.66090 -1.005 0.445 -0.095
C 1.41979 3.84375 -5.98255 1.757 1.479 1.135
C 1.93082 5.26544 -6.39262 -1.057 -0.757 -0.046
C -0.15715 4.71233 -4.13018 0.247 -0.840 1.149
C -0.75762 4.56788 -2.68684 1.504 0.197 0.465
O 0.28255 4.67291 -1.70119 0.343 0.264 -0.084
C -0.14928 4.61493 -0.33923 -0.809 0.037 -0.246
H -0.66966 0.72885 -4.46996 0.059 0.253 0.372
H 0.16965 1.31523 -5.84783 -0.193 0.039 -0.166
H -1.12415 2.29707 -5.18183 -0.037 -0.043 0.228
H 1.72910 1.74196 -4.18643 0.227 0.502 -0.160
H 0.56688 2.31652 -3.02100 -0.007 0.124 -0.001
H 2.31797 5.31212 -3.63888 0.065 -0.121 0.344
H 3.24342 3.91206 -4.15376 -0.361 -0.357 -0.170
H 2.21347 3.79110 -2.66575 0.198 0.280 -0.152
H 0.64946 3.41699 -6.62487 -0.273 0.410 0.454
H 2.30820 3.21755 -6.06438 -0.257 -0.448 0.218
H 2.41056 5.16170 -7.36586 -0.387 0.165 -0.155
H 2.69516 5.71661 -5.75990 -0.104 -0.398 0.247
H 1.07061 5.93437 -6.41817 0.250 0.241 -0.444
H -1.01010 4.43335 -4.74885 0.446 0.000 -0.545
H 0.20260 5.70915 -4.38521 -0.360 0.032 0.322
H -1.26651 3.62215 -2.50048 -0.096 -0.257 -0.508
H -1.50373 5.35012 -2.54713 -0.042 0.251 -0.166
H -0.80349 3.75532 -0.19371 -0.061 -0.165 0.083
H -0.71288 5.51187 -0.08239 -0.227 0.207 -0.063
H 0.64988 4.55692 0.39974 0.368 -0.131 -0.597
C -3.62816 6.84161 6.29943 -0.503 0.098 -1.143
C -2.59372 6.62505 5.14503 -0.432 -0.232 0.532
N -2.95102 7.21678 3.73857 -0.195 0.014 1.367
C -1.80174 6.80043 2.74582 -1.506 1.425 1.556
C -4.31676 6.62327 3.19190 1.611 -0.593 1.948
C -4.43541 5.08255 3.31855 -0.673 -0.149 -1.451
C -3.16423 8.75516 3.84402 -0.252 -0.308 -1.419
C -1.94602 9.61179 3.78363 2.113 -0.081 1.580
O -1.09156 9.14869 4.84422 -0.162 -0.811 0.326
C 0.19665 9.71124 4.97766 0.158 1.107 -0.446
H -3.42957 6.28783 7.21703 0.666 -0.231 -0.257
H -4.60751 6.47464 5.99234 -0.139 0.008 -0.071
H -3.78072 7.87317 6.61677 0.294 0.110 -0.251
H -2.46342 5.55701 4.97060 -0.095 -0.010 -0.099
H -1.62148 6.98742 5.47901 -0.134 0.374 -0.623
H -0.87053 7.09287 3.23102 -0.017 -0.421 -0.105
H -1.98086 7.46192 1.89821 0.130 -0.539 -0.382
H -1.93047 5.72812 2.59858 0.399 0.263 -0.239
H -4.34214 6.97847 2.16171 -0.264 -0.276 0.078
H -5.09762 7.07650 3.80259 0.074 0.231 -0.251
H -4.37161 4.44538 4.20063 0.486 1.095 0.757
H -3.85535 4.53998 2.57206 0.148 0.263 -0.135
H -5.47391 4.89758 3.04398 -0.164 0.009 -0.343
H -3.74603 9.09820 4.69955 -0.107 -0.958 0.137
H -3.73054 8.99276 2.94350 -0.288 0.072 0.052
H -2.16720 10.63766 4.07817 -0.546 0.216 -0.680
H -1.40717 9.58939 2.83640 -0.086 0.004 -0.198
H 0.17123 10.80094 4.97456 -0.303 0.296 -0.176
H 0.84695 9.42644 4.15056 0.133 -0.309 0.125
H 0.65042 9.49622 5.94511 -0.280 -0.665 -0.128
C 3.58105 4.60784 0.39327 -0.245 -0.202 -0.341
C 3.96555 5.89536 1.12787 -0.046 -0.060 -1.083
N 4.46532 6.95208 0.10743 0.234 -0.156 -0.146
C 4.93948 8.23482 0.88549 1.114 -2.228 -0.656
C 5.70582 6.35693 -0.78414 0.334 0.690 2.103
C 6.85269 5.75466 0.15426 -2.080 1.344 -0.578
C 3.37987 7.44313 -0.87697 0.719 -0.333 0.523
C 2.01422 7.86436 -0.31643 0.485 0.889 0.070
O 2.09948 9.00598 0.56457 1.236 -1.222 -1.666
C 0.97144 9.19209 1.31597 -0.636 0.040 1.471
H 3.23039 3.77856 1.00762 -0.070 0.445 0.633
H 4.40234 4.14670 -0.15531 0.342 0.289 0.045
H 2.79206 4.74277 -0.34658 -0.143 0.296 -0.013
H 4.75135 5.69225 1.85544 0.430 0.159 -0.050
H 3.16766 6.34629 1.71790 -0.215 -0.031 -0.298
H 4.11888 8.59203 1.50768 0.282 0.152 -0.415
H 5.41979 8.89107 0.15973 -0.827 0.413 -0.061
H 5.80517 7.88921 1.45049 -0.396 0.038 0.566
H 6.01038 7.22686 -1.36601 0.234 0.038 0.250
H 5.45477 5.58458 -1.51116 -0.936 0.112 0.325
H 6.90380 6.28872 1.10308 0.403 0.421 -0.211
H 7.77320 5.86145 -0.41963 0.069 -0.606 0.338
H 6.51829 4.77880 0.50637 0.585 -0.419 -0.623
H 3.21910 6.63695 -1.59274 -0.093 -0.016 0.032
H 3.92130 8.24214 -1.38346 -0.497 0.211 -0.151
H 1.48581 7.01623 0.11894 0.135 -0.085 0.536
H 1.40021 8.17061 -1.16337 0.040 -0.062 -0.378
H 0.04126 9.39045 0.78350 -0.012 0.125 -0.540
H 1.18087 10.02813 1.98326 -0.143 0.098 -0.089
H 0.81826 8.30888 1.93611 -0.266 -0.245 0.294
C 1.18317 0.37066 5.68480 -1.264 0.447 0.095
C -0.28377 -0.02957 5.27171 0.899 0.562 -0.759
N -1.40439 0.71587 6.04759 -1.046 -0.652 3.206
C -1.24786 0.13250 7.51128 -1.007 0.444 -0.511
C -1.29921 2.29061 6.24315 -0.005 -0.690 -0.577
C -2.40802 3.09004 7.04941 0.239 -0.428 -1.022
C -2.87989 0.35563 5.61533 0.593 -0.460 -0.687
C -3.34207 0.96045 4.29922 0.293 -0.107 0.452
O -2.32535 0.79580 3.35053 -0.925 1.588 -1.309
C -2.75054 1.41562 2.09444 1.732 0.073 -0.199
H 1.21440 1.44103 5.48122 0.545 0.060 -0.025
H 1.95979 -0.13296 5.10921 -0.501 -0.065 -0.496
H 1.49993 0.19966 6.71365 -0.543 -0.062 0.189
H -0.47105 -1.10204 5.32496 -0.271 0.120 0.580
H -0.40718 0.19433 4.21212 -0.035 0.342 0.226
H -2.13815 0.39349 8.08343 -0.058 0.093 -0.197
H -0.41011 0.57756 8.04813 0.173 -0.105 -0.555
H -1.20163 -0.95644 7.49784 0.210 0.159 -0.294
H -1.16740 2.61120 5.20973 -0.267 0.529 0.076
H -0.34898 2.48139 6.74190 -0.018 -0.347 -0.055
H -3.19800 3.51555 6.43054 0.078 -0.250 -0.513
H -1.89984 3.96231 7.46050 0.131 -0.181 0.248
H -2.97102 2.59622 7.84141 0.594 -0.379 0.057
H -3.57772 0.63270 6.40550 0.392 0.142 0.139
H -3.01193 -0.71203 5.43990 0.854 -0.241 0.601
H -3.66164 1.98661 4.48082 0.274 0.477 -0.424
H -4.21438 0.41633 3.93712 -0.383 -0.104 0.395
H -3.46807 0.82682 1.52298 -0.011 -0.135 0.309
H -1.83463 1.58801 1.52922 0.145 -0.849 -0.200
H -3.03367 2.46760 2.13025 -0.746 -0.033 1.026
B 0.69674 4.35879 3.36494 0.032 -0.846 -1.527
F -0.48160 3.84028 2.79128 -0.748 -0.495 -0.577
F 0.41461 4.62864 4.64127 -0.467 0.509 3.037
F 1.72643 3.43128 3.25626 0.291 -0.387 -0.164
F 1.00568 5.52866 2.70943 0.519 1.164 -0.902